Entry 1:
DFT (the ωB97M-V functional and the def2-TZVPD basis) results for a 9-piece molecular cluster, H18O9 overall at a distorted geometry.

The geometry in XYZ format:
```
27
H18O9 (the ωB97M-V functional and the def2-TZVPD basis)
O 2.91 1.59 0.62
O 3.67 -1.55 0.20
O 0.29 4.13 -1.88
O 0.72 -1.17 2.24
O 0.29 0.22 -0.99
O -1.82 1.45 0.41
O 2.45 -3.30 -1.60
O -4.72 -2.08 -2.23
O -3.13 -0.47 2.90
H 2.58 -2.71 -2.43
H 2.96 -2.14 -0.09
H 0.76 0.63 -0.29
H 0.81 -0.69 3.04
H -0.67 0.49 -1.09
H -2.22 -0.45 2.59
H 3.17 -0.81 0.45
H -2.60 0.99 0.08
H -5.44 -1.48 -1.81
H 3.67 2.23 0.73
H -3.94 -1.55 -2.35
H -1.99 2.40 0.26
H -3.09 -0.66 3.90
H 1.04 3.66 -1.60
H 0.74 -0.53 1.51
H 1.92 -4.02 -2.02
H 2.11 2.04 0.89
H -0.47 3.80 -1.42
```

Values from the calculation:
Charge = 0
E = -687.89286 a.u.
Frontier orbital gap = 9.9 eV
ΔE to the lowest compared entry with this formula, charge and spin = 83.4 kcal/mol
SMILES string = O.O.O.O.O.O.O.O.O
E_HOMO = -10.329 eV

---

Entry 2:
DFT (the ωB97M-V functional and the def2-TZVPD basis) results for a 2-piece molecular cluster, C2O2S overall at a distorted geometry.

The geometry in XYZ format:
```
5
C2O2S (the ωB97M-V functional and the def2-TZVPD basis)
S -0.74 -1.21 2.05
O -0.97 -0.80 -0.56
O 1.42 1.68 -1.54
C -0.77 -0.90 0.57
C 1.06 1.24 -0.52
```

Values from the calculation:
Charge = 0
E = -624.88423 a.u.
Frontier orbital gap = 11.5 eV
ΔE to the lowest compared entry with this formula, charge and spin = 5.2 kcal/mol
E_HOMO = -10.812 eV

---

Entry 3:
DFT (the ωB97M-V functional and the def2-TZVPD basis) results for C20H30N2O4 as an isolated structure at a distorted geometry.

The geometry in XYZ format:
```
56
C20H30N2O4 (the ωB97M-V functional and the def2-TZVPD basis)
O 3.63 1.28 -0.29
O -1.46 0.52 -2.72
O -4.53 -2.69 -1.56
O 4.41 -2.67 1.93
N 2.97 -0.90 0.04
N -3.15 -0.09 -1.36
C -0.30 3.06 1.42
C -3.92 -2.33 -0.17
C -0.99 0.97 -0.35
C -3.88 -0.61 -2.31
C 5.18 -1.74 1.05
C 1.40 2.41 -0.13
C 2.68 0.52 -0.06
C 0.10 3.05 0.20
C 0.31 0.37 -0.61
C 3.09 -2.29 2.06
C 1.00 1.02 1.79
C 2.31 -1.86 0.66
C -3.89 -2.18 -2.61
C -0.41 1.52 1.99
C 4.44 -1.19 -0.16
C 1.34 1.20 0.27
C -3.84 -0.97 -0.22
C -1.41 0.74 0.88
C -1.07 2.42 -0.88
C -1.95 0.28 -1.57
H 5.21 -0.70 1.77
H 0.38 -0.70 -0.58
H -2.00 2.72 -0.76
H 1.80 2.47 -1.46
H 1.35 -1.43 0.79
H 5.08 -0.59 -0.53
H -4.97 -0.25 -0.15
H 6.20 -2.15 0.89
H 1.61 1.41 2.48
H -0.86 1.53 3.00
H -2.90 -2.57 -0.46
H -0.74 2.72 -1.89
H -2.83 -2.47 -2.92
H 2.37 -2.70 0.12
H 4.59 -2.14 -0.94
H 0.24 3.66 2.20
H 0.90 -0.16 1.97
H 3.10 -1.53 2.61
H -4.73 -2.27 -3.43
H -4.50 -2.71 0.36
H 0.07 4.17 -0.33
H 0.67 0.35 -1.78
H -3.38 -0.03 -3.38
H -4.92 0.01 -2.41
H 2.51 -3.34 2.42
H -1.51 3.44 1.48
H -3.25 -0.53 0.52
H 2.16 2.99 0.61
H -2.29 1.19 1.25
H -1.42 -0.27 1.25
```

Values from the calculation:
Charge = 0
E = -1189.89753 a.u.
Frontier orbital gap = 8.7 eV
ΔE to the lowest compared entry with this formula, charge and spin = 472.0 kcal/mol
E_HOMO = -8.369 eV